Computed, not measured: a single C7H14O5 molecule in a non-equilibrium geometry, with ωB97M-V/def2-TZVPD.

```
26
C7H14O5, DFT ωB97M-V/def2-TZVPD
O -0.789 -0.327 2.295
O -0.927 0.863 -0.210
O 0.906 -2.226 -0.154
O 1.973 2.178 -2.142
O 2.518 -0.179 -0.543
C -1.512 -0.421 0.049
C 1.311 0.112 0.129
C -3.000 -0.201 0.415
C 0.355 0.696 -0.818
C 0.765 -1.178 0.701
C 0.691 2.126 -1.446
C -0.674 -1.058 1.127
H -1.015 -2.103 1.284
H -1.390 -1.098 -0.813
H -3.054 0.201 1.528
H 1.630 -2.043 -0.887
H -0.140 2.391 -2.177
H 3.164 -0.162 0.178
H -3.584 -1.205 0.397
H 1.345 -1.361 1.649
H 0.239 0.059 -1.798
H 0.568 2.833 -0.615
H 1.425 0.802 0.908
H 2.520 1.538 -1.631
H -3.431 0.484 -0.367
H 0.108 -0.720 2.942
```

Properties
Lowest unoccupied orbital energy (eV): 0.26
HOMO (eV): -9.822
SMILES string: C[C@H]1O[C@@H](CO)[C@H](O)[C@H](O)[C@H]1O